A structure of composition C45H44IrN6OS3Te. Source: OMol25; level of theory: ωB97M-V/def2-TZVPD.

The value obtained for the total energy is -100994.133 eV. Its HOMO energy (spin up / spin down) is -0.4483 / -0.4508 Eh. The energy above the lowest of the compared OMol25 structures with the same formula, charge and spin comes out at 0.00 kcal per mole. As for the expectation value of S²: 0.753. The value obtained for the gap between HOMO and LUMO (spin up / spin down) is 7.216 / 7.262 eV.

```
! RIJCOSX wB97M-V def2-TZVPD def2/J DEFGRID3
* xyz 2 2
Ir -0.72807 1.15514 2.17206
C -2.33652 0.29517 5.32532
C -0.88217 0.08551 5.08523
N -0.20655 0.45545 4.02322
C 1.15227 0.18331 4.14670
C 1.49090 -0.45476 5.28880
S 0.09908 -0.68698 6.25505
C 1.98388 0.74913 3.08947
C 3.32716 0.75867 2.93522
S 3.74538 1.73699 1.59537
C 2.10380 2.07827 1.28549
N 1.29438 1.48379 2.13089
C 1.68057 3.00655 0.20383
H -2.71944 1.05039 4.64750
H -2.49886 0.63856 6.34650
H -2.89123 -0.63292 5.18148
H 2.47127 -0.75723 5.61656
H 4.07255 0.27450 3.54360
H 2.54287 3.36398 -0.35573
H 1.16699 3.86366 0.64089
H 1.00078 2.49442 -0.47277
N -4.97912 0.65713 2.06084
C -5.35187 -0.66591 1.71762
C -6.67584 -0.95265 1.43371
C -7.04719 -2.24395 1.08625
C -6.09029 -3.24182 1.00324
C -4.76051 -2.94818 1.27372
C -4.39367 -1.66497 1.64492
S -2.69833 -1.35520 2.05354
N -2.65555 0.34913 2.11975
C -3.70659 1.09460 2.13985
C -3.45572 2.55368 2.29290
C -4.41746 3.53869 2.14192
C -4.03946 4.86244 2.30988
C -2.72061 5.15450 2.61445
C -1.81920 4.11008 2.73444
N -2.18476 2.83871 2.58309
H -5.72192 1.32800 2.14947
H -7.42112 -0.16755 1.48634
H -8.08494 -2.46199 0.87668
H -6.37131 -4.24890 0.72915
H -4.00940 -3.72629 1.20800
H -5.43831 3.30390 1.87485
H -4.76809 5.65337 2.19687
H -2.38637 6.17277 2.75248
H -0.77633 4.28335 2.96437
C 6.65485 2.28321 -3.39202
C 5.33548 1.64741 -3.06386
C 4.21043 1.87426 -3.84501
C 2.98897 1.27521 -3.56262
C 1.81966 1.56028 -4.47147
C 2.90056 0.43291 -2.44358
Te 1.04852 -0.56246 -2.26954
N 0.37093 0.38568 -0.67130
C -0.79401 0.97903 -0.75935
O -1.22596 1.67417 0.22541
C -1.72182 0.91636 -1.93270
C -2.49524 -0.22966 -2.10119
C -3.36404 -0.32545 -3.17783
C -3.46250 0.72151 -4.08494
C -2.70246 1.86901 -3.90749
C -1.83377 1.97078 -2.82921
C 1.62687 -2.43469 -1.49241
C 2.25359 -3.23001 -2.46293
C 2.53040 -2.74788 -3.86554
C 2.66855 -4.50796 -2.10527
C 2.46307 -5.01037 -0.82993
C 2.92138 -6.38886 -0.45098
C 1.82517 -4.19631 0.10072
C 1.39679 -2.90848 -0.19301
C 0.74140 -2.11521 0.90544
C 4.00945 0.20302 -1.61689
C 3.97377 -0.63124 -0.36568
C 5.20701 0.82061 -1.95321
H 6.59796 2.87283 -4.30466
H 7.42534 1.52287 -3.52448
H 6.98096 2.93803 -2.58270
H 4.28370 2.52987 -4.70469
H 2.07422 2.35271 -5.17248
H 0.93805 1.88810 -3.91706
H 1.53157 0.68651 -5.06116
H -2.41471 -1.04445 -1.38772
H -3.96300 -1.21672 -3.31121
H -4.13617 0.64570 -4.92781
H -2.78862 2.68931 -4.60774
H -1.25710 2.87602 -2.67845
H 3.18159 -1.86912 -3.87565
H 1.61350 -2.50006 -4.40820
H 3.03467 -3.52388 -4.43735
H 3.16130 -5.12341 -2.84864
H 3.22961 -6.96024 -1.32421
H 2.12806 -6.93831 0.05595
H 3.77018 -6.33569 0.23299
H 1.65248 -4.57944 1.10059
H 0.56796 -2.75997 1.76679
H -0.20889 -1.68490 0.59586
H 1.36646 -1.28030 1.23029
H 3.02063 -0.53827 0.15207
H 4.75879 -0.30114 0.31402
H 4.14012 -1.68953 -0.57450
H 6.06925 0.65405 -1.31642
*
```

Results of the Mulliken charge analysis, in e, for atoms 1 through 99: atom 1 (Ir): 0.892, atom 2 (C): -0.848, atom 3 (C): 0.464, atom 4 (N): 0.310, atom 5 (C): -0.458, atom 6 (C): -0.271, atom 7 (S): -0.165, atom 8 (C): -0.328, atom 9 (C): -0.106, atom 10 (S): -0.126, atom 11 (C): 0.564, atom 12 (N): 0.637, atom 13 (C): -0.781, atom 14 (H): -0.132, atom 15 (H): 0.546, atom 16 (H): 0.286, atom 17 (H): 0.481, atom 18 (H): 0.499, atom 19 (H): 0.501, atom 20 (H): 0.360, atom 21 (H): -0.174, atom 22 (N): 0.061, atom 23 (C): -0.045, atom 24 (C): -0.816, atom 25 (C): -0.636, atom 26 (C): -0.797, atom 27 (C): -0.732, atom 28 (C): 1.069, atom 29 (S): -0.128, atom 30 (N): -0.400, atom 31 (C): 0.847, atom 32 (C): 0.751, atom 33 (C): -0.959, atom 34 (C): -0.697, atom 35 (C): -0.939, atom 36 (C): -0.292, atom 37 (N): -0.153, atom 38 (H): 0.153, atom 39 (H): 0.429, atom 40 (H): 0.419, atom 41 (H): 0.430, atom 42 (H): 0.475, atom 43 (H): 0.431, atom 44 (H): 0.479, atom 45 (H): 0.458, atom 46 (H): 0.571, atom 47 (C): -1.549, atom 48 (C): 0.377, atom 49 (C): -1.187, atom 50 (C): 0.285, atom 51 (C): -1.693, atom 52 (C): 1.278, atom 53 (Te): 0.839, atom 54 (N): 0.613, atom 55 (C): 0.397, atom 56 (O): -0.692, atom 57 (C): -0.465, atom 58 (C): 0.073, atom 59 (C): -0.960, atom 60 (C): -0.521, atom 61 (C): -0.917, atom 62 (C): -0.499, atom 63 (C): 0.447, atom 64 (C): 0.625, atom 65 (C): -1.770, atom 66 (C): -1.094, atom 67 (C): 0.415, atom 68 (C): -1.608, atom 69 (C): -1.127, atom 70 (C): 1.134, atom 71 (C): -0.265, atom 72 (C): 1.238, atom 73 (C): -1.776, atom 74 (C): -0.753, atom 75 (H): 0.398, atom 76 (H): 0.359, atom 77 (H): 0.337, atom 78 (H): 0.374, atom 79 (H): 0.483, atom 80 (H): 0.210, atom 81 (H): 0.361, atom 82 (H): 0.514, atom 83 (H): 0.477, atom 84 (H): 0.457, atom 85 (H): 0.458, atom 86 (H): 0.531, atom 87 (H): 0.384, atom 88 (H): 0.319, atom 89 (H): 0.467, atom 90 (H): 0.365, atom 91 (H): 0.380, atom 92 (H): 0.387, atom 93 (H): 0.324, atom 94 (H): 0.428, atom 95 (H): 0.445, atom 96 (H): -0.515, atom 97 (H): -0.160, atom 98 (H): -0.166, atom 99 (H): 0.472